(1)
Density functional theory data (ωB97M-V/def2-TZVPD) for an isolated molecule of C4H5NO.

XYZ file:
```
11
Properties=species:S:1:pos:R:3:nbo_charge:R:1
N 1.87 -0.61 -0.75 -0.724
C 0.75 -1.20 -0.78 0.414
O -0.36 -0.68 -0.24 -0.495
C -0.20 0.60 0.37 -0.083
C -2.70 0.44 0.64 0.271
C -1.55 1.02 0.87 -0.618
H 2.58 -1.17 -1.22 0.357
H 0.52 -2.17 -1.22 0.161
H 0.20 1.31 -0.36 0.216
H 0.53 0.54 1.19 0.212
H -1.64 1.91 1.49 0.290
```

Computed properties:
**Multiplicity**: 1
**Energy relative to the best compared isomer or geometry (same formula, charge and spin)**: 4.400 eV
**Calculated total energy**: -285.25287 a.u.



(2)
Density functional theory data (ωB97M-V/def2-TZVPD) for a cluster of 8 separate species, C19H56N2O7PS in total.

XYZ file:
```
86
Properties=species:S:1:pos:R:3:lowdin_charge:R:1
C -1.35 2.37 -3.88 -0.019
C -0.55 1.13 -4.16 -0.304
C -1.34 -0.17 -4.04 -0.168
N -0.58 -1.35 -4.37 -0.039
C 0.71 -1.48 -3.72 -0.202
C 1.51 -0.16 -3.58 -0.441
P 2.85 -0.19 -2.32 0.396
S 3.52 1.59 -1.98 0.213
N 0.62 0.98 -3.20 0.042
H -1.91 2.29 -2.95 0.100
H -0.74 3.27 -3.87 0.095
H -2.05 2.44 -4.71 0.064
H -0.08 1.18 -5.15 0.163
H -2.22 -0.07 -4.69 0.126
H -1.73 -0.24 -3.01 0.142
H -0.55 -1.53 -5.36 0.125
H 0.58 -1.93 -2.73 0.112
H 1.32 -2.16 -4.31 0.135
H 1.99 0.11 -4.52 0.134
H 3.77 -1.13 -2.80 0.006
H 2.22 -0.86 -1.25 -0.018
H 1.19 1.83 -3.15 0.107
H 0.24 0.83 -2.26 0.179
C 1.39 -3.05 0.99 -0.082
C 1.98 -1.95 1.85 -0.328
O 0.98 -1.20 2.52 -0.081
H 0.68 -2.63 0.27 0.062
H 2.16 -3.60 0.46 0.078
H 0.84 -3.77 1.61 0.062
H 2.53 -1.23 1.23 0.082
H 2.70 -2.36 2.57 0.111
H 0.51 -1.80 3.11 0.077
C -5.94 -0.80 -5.64 -0.084
C -5.29 -0.44 -4.32 -0.315
O -4.71 0.87 -4.34 -0.104
H -5.21 -0.75 -6.45 0.075
H -6.35 -1.81 -5.61 0.080
H -6.76 -0.12 -5.87 0.077
H -4.47 -1.12 -4.09 0.102
H -6.02 -0.51 -3.50 0.114
H -5.41 1.50 -4.51 0.084
C 2.70 -3.29 6.71 -0.075
C 1.86 -2.91 5.52 -0.324
O 0.48 -2.69 5.83 -0.092
H 2.30 -4.19 7.19 0.076
H 3.73 -3.48 6.42 0.080
H 2.70 -2.49 7.46 0.077
H 1.85 -3.72 4.78 0.109
H 2.27 -2.01 5.03 0.089
H 0.43 -1.98 6.49 0.089
C 3.22 2.55 3.13 -0.083
C 3.71 1.12 3.01 -0.319
O 3.32 0.31 4.12 -0.090
H 3.62 3.02 4.04 0.069
H 3.54 3.15 2.27 0.074
H 2.13 2.59 3.19 0.073
H 4.80 1.08 2.98 0.115
H 3.32 0.68 2.09 0.086
H 2.35 0.28 4.12 0.065
C 2.74 5.57 6.13 -0.095
C 1.28 5.17 6.25 -0.322
O 0.99 3.94 5.59 -0.094
H 3.02 5.66 5.08 0.071
H 2.92 6.53 6.61 0.074
H 3.39 4.83 6.59 0.073
H 0.63 5.91 5.78 0.111
H 0.99 5.11 7.31 0.109
H 1.54 3.26 5.99 0.075
C -3.24 4.89 -7.56 -0.085
C -2.64 3.52 -7.81 -0.306
O -2.91 2.60 -6.75 -0.113
H -2.86 5.30 -6.62 0.075
H -2.99 5.57 -8.37 0.079
H -4.33 4.83 -7.49 0.076
H -1.55 3.58 -7.87 0.111
H -3.00 3.11 -8.76 0.112
H -3.86 2.49 -6.67 0.077
C -1.30 -4.91 4.10 -0.091
C -1.22 -6.40 4.33 -0.320
O 0.02 -6.77 4.93 -0.082
H -0.47 -4.58 3.48 0.051
H -2.24 -4.63 3.60 0.076
H -1.24 -4.36 5.04 0.061
H -1.25 -6.95 3.39 0.110
H -2.06 -6.74 4.94 0.111
H 0.08 -6.32 5.78 0.079
```

Computed properties:
**Net charge**: +1
**Multiplicity**: 1
**Calculated total energy**: -2132.94834 a.u.



(3)
Density functional theory data (ωB97M-V/def2-TZVPD) for a cluster of 17 separate species, C45H122ClO20 in total in a non-equilibrium geometry.

XYZ file:
```
188
Properties=species:S:1:pos:R:3:lowdin_charge:R:1
Cl -0.30 0.11 -0.36 0.630
O -1.59 -0.41 -0.04 -0.346
O -0.53 1.49 -0.45 -0.325
O 0.56 -0.13 0.74 -0.316
O 0.21 -0.40 -1.63 -0.330
O -2.66 1.72 1.71 -0.041
H -2.16 1.39 2.46 0.005
H -2.28 1.27 0.96 -0.005
C -5.11 -0.08 -2.57 -0.048
C -5.78 0.83 -1.51 -0.493
C -6.20 2.18 -2.14 -0.045
O -6.95 0.27 -0.99 -0.047
H -5.12 -1.10 -2.21 0.062
H -4.11 0.29 -2.80 0.065
H -5.71 -0.18 -3.48 0.081
H -5.09 1.00 -0.69 0.125
H -5.40 2.86 -2.44 0.063
H -6.85 2.68 -1.43 0.074
H -6.74 1.95 -3.06 0.076
H -7.14 0.79 -0.21 0.090
C 1.00 0.39 4.78 -0.044
C -0.18 1.22 4.30 -0.449
C 0.29 2.38 3.40 -0.017
O -1.01 0.42 3.52 -0.075
H 1.69 1.05 5.31 0.076
H 1.61 -0.07 4.00 0.066
H 0.70 -0.41 5.46 0.067
H -0.78 1.55 5.15 0.145
H 1.02 3.02 3.89 0.080
H -0.63 2.96 3.26 0.069
H 0.66 2.14 2.40 0.072
H -0.51 0.10 2.77 0.069
C -4.59 -2.09 0.52 -0.049
C -4.49 -1.23 1.79 -0.445
C -5.73 -1.34 2.72 -0.024
O -3.36 -1.74 2.50 -0.062
H -5.56 -1.96 0.03 0.072
H -4.49 -3.13 0.84 0.082
H -3.77 -1.82 -0.14 0.058
H -4.46 -0.20 1.45 0.112
H -5.90 -2.40 2.90 0.083
H -6.60 -0.91 2.22 0.072
H -5.58 -0.87 3.69 0.060
H -2.56 -1.53 2.01 0.079
C 0.21 2.78 -4.49 -0.041
C -0.81 3.51 -3.64 -0.473
C -2.13 2.73 -3.39 -0.030
O -0.27 3.98 -2.43 -0.060
H -0.05 2.80 -5.54 0.084
H 0.34 1.76 -4.11 0.055
H 1.19 3.25 -4.44 0.078
H -1.03 4.45 -4.15 0.136
H -2.53 2.46 -4.36 0.079
H -2.89 3.34 -2.90 0.054
H -1.93 1.77 -2.93 0.066
H -0.25 3.18 -1.89 0.058
C -3.46 -0.32 5.69 -0.040
C -2.50 -1.55 5.85 -0.456
C -2.36 -2.16 7.24 -0.050
O -3.08 -2.56 5.03 -0.075
H -3.38 0.12 4.70 0.055
H -3.14 0.51 6.32 0.066
H -4.53 -0.52 5.82 0.073
H -1.48 -1.35 5.51 0.101
H -1.46 -2.78 7.25 0.062
H -3.23 -2.67 7.64 0.079
H -2.27 -1.34 7.95 0.070
H -3.16 -2.15 4.17 0.015
C 2.38 6.25 -1.60 -0.060
C 1.16 6.76 -0.81 -0.472
C 1.45 8.14 -0.25 -0.062
O 0.04 6.84 -1.72 -0.049
H 2.21 5.41 -2.28 0.052
H 3.19 5.87 -0.99 0.060
H 2.81 6.98 -2.29 0.078
H 1.06 6.08 0.03 0.125
H 0.58 8.44 0.33 0.061
H 1.57 8.88 -1.04 0.084
H 2.21 8.14 0.53 0.083
H -0.16 5.94 -1.99 0.040
C -2.68 -2.11 -3.64 -0.045
C -1.45 -2.34 -4.43 -0.445
C -1.00 -1.10 -5.20 -0.030
O -0.39 -2.55 -3.49 -0.099
H -2.53 -1.39 -2.83 0.080
H -2.95 -3.06 -3.16 0.081
H -3.51 -1.78 -4.26 0.090
H -1.47 -3.21 -5.09 0.152
H -0.98 -0.25 -4.52 0.069
H -1.73 -0.83 -5.97 0.083
H -0.03 -1.27 -5.66 0.068
H -0.41 -1.85 -2.83 0.044
C 3.80 -1.30 -0.01 -0.041
C 4.39 -2.68 -0.34 -0.514
C 3.24 -3.72 -0.28 -0.052
O 4.92 -2.73 -1.58 -0.041
H 4.59 -0.55 -0.02 0.072
H 3.35 -1.30 0.98 0.073
H 3.07 -1.07 -0.78 0.072
H 5.16 -3.03 0.35 0.135
H 3.57 -4.72 -0.57 0.081
H 2.50 -3.33 -0.98 0.058
H 2.60 -3.69 0.60 0.063
H 4.20 -2.49 -2.18 0.022
C 5.04 -0.22 4.83 -0.051
C 4.52 0.66 3.67 -0.477
C 4.58 2.12 4.02 -0.053
O 5.58 0.51 2.73 -0.075
H 4.28 -0.27 5.60 0.064
H 5.95 0.13 5.32 0.081
H 5.03 -1.26 4.52 0.075
H 3.60 0.25 3.26 0.112
H 3.66 2.38 4.55 0.065
H 4.63 2.74 3.13 0.061
H 5.41 2.40 4.66 0.084
H 5.25 0.88 1.91 0.050
C 1.80 -3.18 4.67 -0.065
C 0.48 -3.87 4.65 -0.504
C 0.37 -5.08 3.72 -0.044
O 0.28 -4.45 5.92 -0.051
H 1.92 -2.59 5.58 0.076
H 1.95 -2.58 3.76 0.077
H 2.65 -3.85 4.80 0.083
H -0.21 -3.08 4.37 0.124
H 0.74 -4.82 2.72 0.065
H -0.68 -5.33 3.62 0.072
H 0.85 -6.00 4.06 0.083
H -0.65 -4.71 5.96 0.086
C -2.06 -6.06 -0.14 -0.045
C -1.78 -4.72 -0.92 -0.440
C -0.68 -3.87 -0.26 -0.026
O -1.54 -5.02 -2.31 -0.065
H -3.00 -6.51 -0.48 0.067
H -2.20 -5.87 0.92 0.065
H -1.30 -6.84 -0.24 0.072
H -2.73 -4.19 -0.87 0.109
H -0.60 -2.99 -0.89 0.051
H 0.27 -4.40 -0.29 0.072
H -1.01 -3.64 0.76 0.079
H -1.43 -4.16 -2.73 0.015
C 3.12 -5.13 -5.64 -0.059
C 1.83 -4.79 -4.91 -0.480
C 1.98 -5.12 -3.43 -0.038
O 1.59 -3.44 -5.20 -0.059
H 4.02 -4.81 -5.11 0.079
H 3.18 -4.69 -6.64 0.078
H 3.28 -6.20 -5.67 0.076
H 1.03 -5.38 -5.35 0.136
H 2.78 -4.62 -2.88 0.057
H 2.25 -6.16 -3.24 0.087
H 1.11 -4.92 -2.81 0.062
H 0.87 -3.23 -4.60 0.036
C 4.64 3.55 0.18 -0.023
C 3.23 2.88 0.07 -0.502
C 2.86 2.50 -1.35 -0.033
O 3.14 1.83 0.93 -0.036
H 4.79 4.07 1.13 0.069
H 4.78 4.22 -0.67 0.064
H 5.41 2.79 0.07 0.078
H 2.44 3.58 0.33 0.126
H 2.45 3.34 -1.91 0.056
H 2.19 1.65 -1.44 0.068
H 3.73 2.17 -1.92 0.068
H 2.30 1.40 0.75 0.054
C 2.69 0.02 -4.65 -0.049
C 3.88 -0.86 -4.38 -0.478
C 4.97 -0.08 -3.64 -0.041
O 3.43 -1.88 -3.54 -0.056
H 2.15 -0.44 -5.48 0.074
H 3.02 1.01 -4.95 0.077
H 2.05 0.22 -3.80 0.071
H 4.30 -1.19 -5.33 0.143
H 5.22 0.82 -4.20 0.075
H 5.88 -0.68 -3.65 0.084
H 4.63 0.28 -2.67 0.064
H 2.90 -2.32 -4.22 0.061
C -3.28 4.58 -0.34 -0.046
C -2.27 5.20 0.61 -0.510
C -2.32 6.79 0.83 -0.018
O -2.35 4.56 1.79 -0.048
H -2.99 4.87 -1.35 0.065
H -4.32 4.82 -0.13 0.085
H -3.23 3.49 -0.31 0.066
H -1.26 4.96 0.29 0.114
H -2.53 7.37 -0.07 0.063
H -1.42 7.22 1.28 0.057
H -3.22 7.00 1.42 0.064
H -2.37 3.61 1.65 0.033
```

Computed properties:
**Net charge**: -1
**Multiplicity**: 1
**Calculated total energy**: -3752.50501 a.u.



(4)
Density functional theory data (ωB97M-V/def2-TZVPD) for a structure of composition C22H24FN3O3.

XYZ file:
```
53
Properties=species:S:1:pos:R:3:nbo_charge:R:1
O -0.71 0.41 -1.31 -0.640
C -0.02 1.13 -2.03 0.660
C -0.02 2.60 -1.95 -0.353
C -0.38 3.25 -0.84 0.133
C -0.30 4.76 -0.68 -0.443
C -1.13 5.05 0.57 -0.399
C -0.88 3.82 1.45 -0.402
C -0.91 2.66 0.44 -0.464
N 0.84 0.59 -2.96 -0.610
C 1.26 -0.78 -2.78 -0.252
C 2.34 -0.86 -1.73 0.272
C 2.80 -2.11 -0.96 -0.420
C 3.46 -1.02 -0.09 0.107
N 3.88 -1.28 1.28 -0.665
C 4.28 -0.07 1.93 0.685
O 5.36 0.45 1.77 -0.567
C 3.22 0.59 2.70 0.008
C 1.96 0.18 3.03 -0.200
C 1.36 1.27 3.73 -0.185
C 0.11 1.49 4.32 0.444
F -0.81 0.51 4.26 -0.318
C -0.18 2.67 4.95 -0.324
C 0.80 3.68 5.00 -0.175
C 2.04 3.53 4.43 -0.269
C 2.31 2.31 3.80 0.179
N 3.44 1.87 3.16 -0.501
C 4.44 -0.40 -1.10 -0.100
O 3.58 -0.32 -2.25 -0.545
C 2.21 -0.16 -0.37 -0.444
H 0.37 3.15 -2.80 0.204
H 0.75 5.03 -0.50 0.216
H -0.63 5.29 -1.57 0.222
H -0.85 5.99 1.06 0.211
H -2.18 5.12 0.31 0.198
H 0.10 3.88 1.92 0.199
H -1.62 3.70 2.24 0.215
H -1.93 2.31 0.27 0.239
H -0.34 1.78 0.76 0.242
H 1.53 1.22 -3.33 0.393
H 0.40 -1.37 -2.48 0.240
H 1.64 -1.18 -3.73 0.216
H 1.99 -2.62 -0.44 0.221
H 3.46 -2.81 -1.49 0.209
H 4.71 -1.87 1.24 0.381
H 1.53 -0.78 2.80 0.249
H -1.15 2.81 5.39 0.232
H 0.55 4.61 5.49 0.219
H 2.78 4.32 4.48 0.221
H 4.30 2.36 3.04 0.433
H 4.79 0.59 -0.81 0.192
H 5.29 -1.05 -1.31 0.180
H 2.31 0.93 -0.35 0.215
H 1.33 -0.49 0.19 0.239
```

Computed properties:
**Multiplicity**: 1
**Energy relative to the best compared isomer or geometry (same formula, charge and spin)**: 2.396 eV
**Calculated total energy**: -1342.58994 a.u.